Computed, not measured: a structure of composition C57H54Cl3IN2O3SeSi2Ti in a non-equilibrium geometry, with the ωB97M-V functional and the def2-TZVPD basis.

Calculated values
**LUMO level**: 3.76 eV
**Energy above the lowest of the compared OMol25 structures with the same formula, charge and spin**: 0.00 kcal per mole
**E_HOMO**: -1.280 eV
**Total charge**: -2
**HOMO-LUMO gap**: 0.1854 Ha
**Calculated total energy**: -219000.6798 eV

```
124
Properties=species:S:1:pos:R:3:forces:R:3
Ti -0.102 0.760 2.496 -0.71 -0.68 -1.71
I 3.100 1.117 3.510 0.04 -0.18 -0.03
C 2.677 -0.647 4.570 -0.09 0.16 -0.17
C 3.670 -1.022 5.427 0.06 -0.16 0.17
C 3.567 -2.221 6.163 0.13 0.13 0.00
C 2.471 -3.007 6.001 -0.04 -0.07 0.00
C 1.426 -2.635 5.120 0.00 0.13 -0.10
C 0.320 -3.502 4.971 0.08 -0.04 0.06
C -0.672 -3.191 4.094 -0.06 0.03 -0.18
C -0.612 -1.995 3.352 0.17 -0.17 0.20
C 0.408 -1.065 3.473 0.27 -0.43 0.60
C 1.485 -1.415 4.368 -0.03 -0.13 0.10
H 4.545 -0.395 5.535 0.01 -0.05 0.01
H 4.363 -2.509 6.840 -0.01 0.02 -0.02
H 2.380 -3.945 6.541 -0.03 0.03 -0.02
H 0.288 -4.415 5.557 0.02 0.02 0.00
H -1.516 -3.861 3.962 0.00 0.04 0.00
H -1.421 -1.810 2.660 -0.06 0.02 -0.05
C -2.662 0.152 -5.871 0.00 -0.07 0.10
C -3.238 -0.351 -4.546 0.09 0.12 -0.04
C -2.655 0.373 -3.330 -0.09 -0.15 -0.09
C -1.271 -0.125 -2.932 -0.29 0.07 -0.05
N -1.248 -1.544 -2.588 -0.21 -0.02 -0.19
C -1.665 -2.044 -1.385 0.46 0.14 -0.03
Se -2.355 -1.072 -0.006 -0.19 -0.04 -0.27
N -1.316 -3.368 -1.378 0.00 -0.21 0.00
C -1.482 -4.277 -0.254 -0.13 -0.04 -0.13
C -2.516 -5.368 -0.536 -0.02 0.10 0.00
C -3.944 -4.856 -0.722 0.04 0.09 0.11
C -4.530 -4.218 0.537 0.03 -0.03 -0.04
C -0.690 -3.702 -2.570 -0.26 0.11 0.12
C -0.127 -4.883 -3.017 0.11 -0.10 0.03
C 0.460 -4.872 -4.277 0.06 0.06 -0.07
C 0.481 -3.715 -5.056 -0.34 -0.19 -0.14
C -0.073 -2.527 -4.595 -0.70 -0.30 -0.45
C -0.655 -2.542 -3.343 -0.68 0.01 -0.03
H -3.093 -0.379 -6.723 0.02 0.00 0.00
H -1.578 0.015 -5.909 -0.04 0.04 -0.01
H -2.866 1.218 -5.997 0.02 0.00 -0.02
H -3.049 -1.425 -4.452 -0.08 -0.02 0.01
H -4.322 -0.222 -4.552 -0.03 -0.01 -0.04
H -3.314 0.266 -2.469 -0.02 -0.03 0.03
H -2.568 1.444 -3.540 -0.16 -0.36 0.06
H -0.910 0.424 -2.061 -0.08 -0.06 -0.06
H -0.550 0.024 -3.737 -0.08 -0.05 0.12
H -1.767 -3.668 0.603 0.05 0.07 0.01
H -0.510 -4.720 -0.035 0.06 0.01 0.01
H -2.491 -6.070 0.304 0.03 -0.02 -0.01
H -2.214 -5.920 -1.430 -0.01 -0.06 0.03
H -4.572 -5.698 -1.026 0.00 -0.01 -0.06
H -3.961 -4.134 -1.545 -0.03 -0.01 0.02
H -4.436 -4.894 1.393 -0.03 0.01 -0.03
H -5.589 -3.988 0.400 0.03 -0.01 0.01
H -4.025 -3.282 0.782 0.00 -0.04 0.00
H -0.118 -5.774 -2.404 -0.02 0.00 -0.01
H 0.915 -5.779 -4.654 0.00 0.02 0.00
H 0.951 -3.737 -6.031 0.01 0.00 0.01
H -0.027 -1.621 -5.185 -0.02 -0.08 0.05
C 5.475 -2.751 1.701 -0.02 0.04 -0.01
C 4.337 -3.372 2.197 -0.09 0.05 -0.03
C 3.080 -2.827 1.944 0.03 0.05 0.03
C 2.920 -1.652 1.202 0.03 -0.08 -0.01
C 4.086 -1.047 0.716 -0.01 -0.07 0.04
C 5.345 -1.582 0.958 -0.05 0.00 0.03
Si 1.161 -0.953 0.814 0.41 -0.21 0.02
C 1.437 -0.680 -1.069 0.08 0.05 -0.05
C 1.677 -1.780 -1.902 0.37 0.22 0.08
C 1.969 -1.626 -3.252 0.82 0.16 0.36
C 2.024 -0.352 -3.811 0.19 0.06 0.21
C 1.783 0.757 -3.009 0.20 -0.05 0.12
C 1.495 0.585 -1.655 0.21 0.01 -0.11
H 6.457 -3.172 1.892 -0.02 0.02 0.00
H 4.424 -4.282 2.783 -0.01 0.04 -0.01
H 2.198 -3.321 2.345 0.05 0.00 -0.05
H 4.005 -0.132 0.134 0.01 -0.04 0.00
H 6.228 -1.083 0.573 -0.03 -0.02 0.00
H 0.469 -2.288 0.759 -0.08 0.05 0.02
H 1.638 -2.783 -1.481 0.07 0.09 0.01
H 2.143 -2.502 -3.870 0.27 0.30 0.32
H 2.258 -0.226 -4.864 -0.01 0.01 -0.02
H 1.810 1.757 -3.427 -0.02 0.00 0.00
H 1.286 1.453 -1.047 0.01 0.01 0.03
O -0.342 1.738 0.841 0.10 0.53 0.06
Si -0.329 3.330 0.560 0.23 0.22 -0.33
C -0.082 3.593 -1.335 -0.02 -0.01 -0.09
C -1.112 3.174 -2.190 0.09 0.00 0.07
C -1.063 3.386 -3.561 0.08 0.14 0.03
C 0.026 4.045 -4.123 0.00 0.01 0.06
C 1.057 4.477 -3.301 -0.02 -0.03 0.06
C 1.003 4.248 -1.927 -0.14 -0.04 -0.04
C -1.896 4.352 0.772 -0.14 -0.05 0.05
C -3.061 3.876 1.376 0.03 0.05 -0.02
C -4.197 4.672 1.462 0.04 0.01 -0.02
C -4.189 5.965 0.955 0.07 -0.02 -0.05
C -3.039 6.456 0.348 0.01 -0.06 0.04
C -1.910 5.651 0.253 -0.02 -0.08 0.02
C 1.177 4.185 1.305 0.07 0.03 0.00
C 1.110 5.383 2.020 0.07 -0.04 0.01
C 2.265 6.010 2.474 0.00 -0.05 -0.06
C 3.513 5.446 2.231 -0.05 -0.04 -0.01
C 3.601 4.245 1.538 -0.06 0.00 0.01
C 2.440 3.629 1.081 -0.01 0.03 -0.01
H -1.977 2.672 -1.760 0.05 0.04 -0.02
H -1.879 3.050 -4.193 0.12 0.15 -0.02
H 0.065 4.224 -5.192 0.00 -0.01 -0.01
H 1.910 4.993 -3.730 -0.01 -0.01 0.02
H 1.820 4.598 -1.305 -0.01 0.00 0.00
H -3.074 2.879 1.796 0.02 0.04 0.01
H -5.086 4.285 1.948 0.01 0.00 -0.01
H -5.072 6.589 1.028 -0.01 0.00 0.02
H -3.022 7.465 -0.050 0.01 0.01 -0.01
H -1.022 6.040 -0.240 -0.05 0.00 0.02
H 0.141 5.805 2.255 0.03 -0.02 0.00
H 2.191 6.935 3.034 -0.01 -0.01 0.01
H 4.412 5.933 2.592 -0.01 -0.01 0.01
H 4.566 3.785 1.358 -0.02 0.01 0.00
H 2.523 2.687 0.540 0.00 0.03 0.03
Cl -2.356 0.639 2.817 -0.28 -0.16 0.22
C -1.043 2.602 5.485 0.12 -0.37 -0.20
Cl -0.785 1.004 6.163 0.06 0.18 -0.08
Cl -2.386 3.457 6.196 0.03 0.05 0.05
C -0.669 2.940 4.194 -0.02 0.54 0.56
O -0.992 3.962 3.579 0.07 -0.19 -0.28
O 0.258 2.072 3.576 -0.09 0.88 1.10
```
Forces are in eV/Å.

Computed, not measured: a cluster of 2 separate species, C10H16 in total in a non-equilibrium geometry, with the ωB97M-V functional and the def2-TZVPD basis.

Calculated values
**LUMO level**: 0.93 eV
**Energy above the lowest of the compared OMol25 structures with the same formula, charge and spin**: 58.00 kcal per mole
**E_HOMO**: -8.588 eV
**HOMO-LUMO gap**: 0.3499 Ha
**Calculated total energy**: -10627.2285 eV
**Structure (SMILES)**: Cc1ccccc1.CCC

```
26
Properties=species:S:1:pos:R:3:forces:R:3
C -0.760 1.256 3.320 -2.96 -2.41 -0.98
C -0.031 0.188 2.515 -0.92 0.12 -0.46
C -0.487 -0.213 1.235 0.13 -1.34 1.07
C 0.134 -1.365 0.703 0.93 0.10 -0.50
C 1.296 -1.915 1.279 -0.62 1.12 1.63
C 1.628 -1.578 2.656 -1.92 0.63 -3.67
C 0.964 -0.526 3.226 0.50 2.25 0.12
H -1.794 1.514 2.796 2.20 -0.36 1.29
H -0.188 2.100 3.483 1.10 1.95 0.28
H -0.938 0.738 4.298 -0.29 0.91 -0.69
H -1.363 0.224 0.704 0.80 -0.20 0.75
H -0.215 -1.874 -0.215 0.23 0.88 0.27
H 2.005 -2.392 0.609 -0.36 -0.97 0.51
H 2.270 -2.174 3.182 2.14 -1.01 1.12
H 1.405 0.076 4.099 -0.98 -1.68 -0.70
C -0.436 -0.732 -3.326 0.10 -1.77 0.51
C 0.074 0.606 -2.694 0.52 -2.18 1.31
C -0.599 1.859 -3.174 1.96 1.78 -0.39
H -0.002 -1.266 -4.184 0.82 1.41 -0.48
H -1.478 -0.701 -3.655 -0.19 0.09 0.71
H -0.243 -1.624 -2.647 -0.83 1.26 0.02
H -0.232 0.551 -1.548 1.36 -0.29 -2.23
H 1.219 0.612 -2.880 -1.89 0.28 0.91
H 0.194 2.451 -3.763 -1.69 -0.48 0.62
H -1.510 1.744 -3.713 -0.49 -0.43 -0.90
H -0.912 2.440 -2.306 0.35 0.34 -0.08
```
Forces are in eV/Å.

Computed, not measured: the ion C3H5I2N2 with charge +1 in a non-equilibrium geometry, with the ωB97M-V functional and the def2-TZVPD basis.

Calculated values
**LUMO level**: -4.57 eV
**Energy above the lowest of the compared OMol25 structures with the same formula, charge and spin**: 13.59 kcal per mole
**E_HOMO**: -14.118 eV
**Total charge**: +1
**HOMO-LUMO gap**: 0.3510 Ha
**Calculated total energy**: -22365.5296 eV
**Structure (SMILES)**: C/C(I)=N/C(=[NH2+])I

```
12
Properties=species:S:1:pos:R:3:forces:R:3
C -1.477 0.568 -1.448 -1.93 2.43 0.16
C -0.358 0.803 -0.522 0.65 -4.29 1.20
I 0.204 2.623 0.199 0.16 0.45 0.02
N 0.193 -0.326 -0.148 1.51 1.08 0.95
C 1.156 -0.897 0.627 -2.14 1.10 -0.70
N 0.870 -1.126 1.918 0.00 2.08 -0.35
I 2.909 -1.514 -0.275 -0.28 -0.08 0.15
H -2.394 1.193 -1.187 1.05 -0.90 0.16
H -1.179 1.121 -2.317 0.17 -0.14 -1.23
H -1.766 -0.463 -1.622 0.41 0.04 0.03
H 0.315 -0.270 2.315 1.17 -2.69 -0.26
H 1.529 -1.711 2.460 -0.76 0.92 -0.15
```
Forces are in eV/Å.

Computed, not measured: an isolated molecule of C16H21ClN2O3S, with the ωB97M-V functional and the def2-TZVPD basis.

Calculated values
**LUMO level**: 0.48 eV
**Energy above the lowest of the compared OMol25 structures with the same formula, charge and spin**: 2.00 kcal per mole
**E_HOMO**: -8.194 eV
**HOMO-LUMO gap**: 0.3186 Ha
**Calculated total energy**: -49414.5221 eV
**Structure (SMILES)**: CCOC(=O)N1CCN(C(=O)CCSc2ccc(Cl)cc2)CC1

```
44
Properties=species:S:1:pos:R:3:forces:R:3
C -6.344 -2.318 0.194 0.42 0.07 0.05
C -4.913 -2.742 0.493 -0.34 -0.37 -0.20
O -4.044 -1.616 0.616 0.17 0.27 0.03
C -3.601 -1.087 -0.545 0.06 0.14 0.08
O -3.837 -1.535 -1.642 -0.21 -0.32 -0.30
N -2.855 0.021 -0.323 0.03 0.03 0.11
C -2.198 0.678 -1.429 0.12 -0.03 -0.27
C -0.724 0.910 -1.108 0.07 -0.20 -0.36
N -0.598 1.688 0.110 -0.33 0.03 0.10
C 0.572 2.175 0.589 0.08 -0.16 -0.38
O 0.639 2.755 1.655 0.20 0.23 0.32
C 1.793 1.949 -0.290 0.03 0.19 0.34
C 3.012 2.615 0.329 0.32 -0.38 -0.24
S 4.536 2.227 -0.587 -0.05 0.24 0.04
C 4.834 0.519 -0.252 -0.16 0.20 0.01
C 5.777 -0.111 -1.063 -0.14 0.09 0.12
C 6.096 -1.439 -0.870 -0.02 -0.10 0.10
C 5.464 -2.151 0.139 -0.07 0.21 0.00
Cl 5.849 -3.819 0.383 0.05 -0.19 0.02
C 4.530 -1.536 0.955 0.09 -0.17 -0.04
C 4.217 -0.202 0.763 0.07 0.04 -0.09
C -1.793 1.810 0.924 -0.14 -0.03 0.31
C -2.516 0.473 1.013 -0.02 0.08 0.37
H -6.703 -1.634 0.959 -0.08 0.03 0.07
H -6.985 -3.194 0.171 -0.11 -0.09 0.00
H -6.386 -1.824 -0.773 -0.05 0.01 -0.07
H -4.540 -3.394 -0.303 -0.02 0.06 0.20
H -4.845 -3.252 1.456 0.03 0.04 -0.13
H -2.301 0.031 -2.302 0.07 0.17 0.10
H -2.688 1.634 -1.648 0.06 -0.07 -0.07
H -0.259 1.436 -1.947 -0.04 -0.10 0.03
H -0.223 -0.061 -0.991 -0.05 0.05 -0.11
H 1.960 0.873 -0.399 -0.04 0.02 -0.10
H 1.618 2.361 -1.286 0.00 -0.11 -0.02
H 3.134 2.341 1.376 -0.07 0.13 -0.03
H 2.924 3.699 0.275 0.05 -0.03 0.09
H 6.258 0.457 -1.844 0.07 0.01 -0.14
H 6.827 -1.922 -1.499 0.06 -0.07 -0.05
H 4.049 -2.094 1.743 -0.02 -0.09 0.06
H 3.500 0.260 1.422 -0.08 0.07 0.05
H -2.458 2.572 0.505 0.01 -0.02 0.10
H -1.474 2.140 1.915 -0.15 -0.05 -0.16
H -1.875 -0.267 1.508 -0.05 0.12 0.05
H -3.429 0.577 1.605 0.15 0.03 0.01
```
Forces are in eV/Å.

Computed, not measured: an isolated molecule of C3H5NO2, with the ωB97M-V functional and the def2-TZVPD basis.

Calculated values
**LUMO level**: 0.58 eV
**Energy above the lowest of the compared OMol25 structures with the same formula, charge and spin**: 5.61 kcal per mole
**E_HOMO**: -9.658 eV
**HOMO-LUMO gap**: 0.3762 Ha
**Calculated total energy**: -8777.4516 eV
**Structure (SMILES)**: CC(=O)C(N)=O

```
11
Properties=species:S:1:pos:R:3:forces:R:3
C -1.682 0.049 0.104 -0.05 -0.03 -0.05
C -0.354 -0.478 -0.350 -0.10 -0.35 -0.07
O -0.152 -1.603 -0.751 -0.10 0.45 0.22
C 0.819 0.509 -0.230 0.13 0.23 0.05
N 1.920 -0.079 0.292 0.04 0.05 -0.07
O 0.709 1.679 -0.546 0.03 -0.42 0.16
H -2.475 -0.664 -0.124 0.11 0.10 0.00
H -1.624 0.198 1.191 -0.02 0.01 -0.14
H -1.874 1.028 -0.342 0.02 -0.11 0.03
H 1.932 -1.082 0.384 0.07 0.12 -0.06
H 2.780 0.442 0.373 -0.14 -0.05 -0.06
```
Forces are in eV/Å.

Computed, not measured: an isolated molecule of C19H19N3O3S in a non-equilibrium geometry, with the ωB97M-V functional and the def2-TZVPD basis.

Calculated values
**LUMO level**: -0.01 eV
**Energy above the lowest of the compared OMol25 structures with the same formula, charge and spin**: 31.11 kcal per mole
**E_HOMO**: -8.716 eV
**HOMO-LUMO gap**: 0.3200 Ha
**Calculated total energy**: -41459.8654 eV
**Structure (SMILES)**: CN(CC(=O)NCc1ccccn1)S(=O)(=O)c1ccc2ccccc2c1

```
45
Properties=species:S:1:pos:R:3:forces:R:3
C -0.455 -3.266 1.397 -0.28 -0.19 0.29
N 0.194 -2.685 0.245 -0.50 -0.02 -0.95
C 1.566 -3.082 0.032 0.41 -0.14 -0.37
C 2.564 -2.147 0.718 -0.35 -0.17 0.14
O 3.711 -2.470 0.940 0.28 -0.18 -0.15
N 2.036 -0.951 1.046 -0.27 0.42 0.08
C 2.856 0.192 1.364 0.11 -0.10 0.15
C 2.905 1.157 0.203 0.28 0.06 0.02
C 4.047 1.897 -0.082 -0.15 0.01 -0.04
C 4.033 2.751 -1.171 -0.10 -0.04 0.02
C 2.883 2.833 -1.942 0.05 -0.01 0.05
C 1.795 2.059 -1.574 0.05 0.22 -0.22
N 1.800 1.251 -0.528 -0.13 -0.21 0.20
S -0.802 -2.663 -1.121 0.17 0.27 0.31
O 0.019 -2.279 -2.231 0.14 0.19 0.07
O -1.573 -3.870 -1.225 -0.11 0.15 0.27
C -1.881 -1.308 -0.674 0.36 -0.31 -0.08
C -3.247 -1.551 -0.485 -0.31 -0.08 0.01
C -4.070 -0.522 -0.120 0.12 -0.15 -0.06
C -3.553 0.776 0.083 0.29 0.00 -0.05
C -4.374 1.857 0.469 -0.03 0.23 0.06
C -3.843 3.101 0.665 -0.26 -0.19 0.01
C -2.468 3.324 0.489 0.31 -0.06 -0.07
C -1.644 2.301 0.113 -0.02 0.25 0.03
C -2.163 1.007 -0.107 -0.31 -0.18 0.01
C -1.339 -0.068 -0.502 -0.01 -0.06 -0.10
H -0.587 -4.347 1.287 0.01 0.04 0.05
H -1.434 -2.803 1.504 -0.05 -0.04 0.22
H 0.141 -3.060 2.285 -0.02 0.06 0.00
H 1.760 -4.116 0.340 0.01 0.14 0.02
H 1.759 -3.006 -1.043 0.21 -0.07 0.14
H 1.104 -0.757 0.708 0.12 -0.09 0.04
H 2.448 0.701 2.246 0.12 -0.04 -0.08
H 3.858 -0.176 1.597 -0.13 0.09 0.05
H 4.928 1.794 0.534 0.09 -0.04 0.06
H 4.906 3.335 -1.421 0.06 0.03 -0.02
H 2.833 3.477 -2.806 -0.03 0.04 -0.08
H 0.873 2.081 -2.141 -0.05 0.08 -0.12
H -3.610 -2.554 -0.643 -0.15 -0.08 0.02
H -5.128 -0.689 0.023 -0.09 -0.05 0.01
H -5.431 1.682 0.609 -0.11 0.00 0.02
H -4.479 3.923 0.959 -0.08 0.04 0.02
H -2.068 4.314 0.656 0.07 0.06 0.00
H -0.584 2.457 -0.018 0.12 0.04 0.00
H -0.287 0.100 -0.680 0.16 0.10 0.03
```
Forces are in eV/Å.